Formula: C22H67Ag2N15O12
Source: the Open Molecules 2025 dataset
Level of theory: ωB97M-V/def2-TZVPD

The geometry in ORCA input format:
```
! RIJCOSX wB97M-V def2-TZVPD def2/J DEFGRID3
* xyz 0 1
Ag 7.4599 37.6620 11.8947
Ag 10.2216 35.8206 11.5913
O 9.7076 38.1899 12.1908
C 10.1506 38.0385 13.5290
C 9.9536 36.7834 14.4336
O 10.5836 35.5507 14.2347
H 9.5511 38.7715 14.0901
H 11.1589 38.4750 13.5637
H 8.8558 36.6168 14.4253
H 10.0726 37.1149 15.4756
C 8.7140 39.3078 17.1821
C 8.2455 39.6602 18.6212
C 6.7382 39.7609 18.7939
O 6.2634 40.6826 17.8781
C 4.9489 40.5715 17.3895
N 8.9354 38.6830 19.4887
H 9.8028 39.3639 17.1659
H 8.1311 39.7905 16.3987
H 8.5615 38.2298 17.0289
H 8.7023 40.6346 18.8156
H 6.4416 39.8470 19.8460
H 6.3318 38.7626 18.5290
H 4.8104 41.4291 16.7255
H 4.1359 40.7401 18.1041
H 4.9859 39.6301 16.8267
H 8.7732 37.7760 19.0571
H 9.9032 38.8899 19.2569
C 13.1079 37.2195 9.3909
C 13.6183 36.4643 10.6167
C 14.9408 37.0177 11.1190
O 16.0086 36.6434 10.2941
C 17.2680 37.0364 10.7950
N 12.6004 36.5604 11.6713
H 13.8378 37.1695 8.5822
H 13.0431 38.2992 9.5713
H 12.1032 36.8812 9.1400
H 13.7172 35.4260 10.2935
H 15.0652 36.6940 12.1628
H 14.8545 38.1109 11.2138
H 17.4853 36.5474 11.7496
H 17.3205 38.1190 10.9308
H 18.0710 36.7381 10.1237
H 12.4220 37.5386 11.9017
H 13.0241 36.2282 12.5359
C 13.1729 40.9608 12.9767
C 13.7039 40.1323 14.1254
C 14.9346 40.8255 14.7147
O 16.1486 40.6248 14.0022
C 16.5906 39.2929 13.9016
N 12.7195 40.0650 15.1988
H 13.8617 41.1333 12.1433
H 12.9748 41.9905 13.2920
H 12.2422 40.6415 12.4996
H 14.0291 39.1211 13.8512
H 15.1110 40.4952 15.7450
H 14.7143 41.8906 14.7821
H 15.8342 38.6411 13.4619
H 16.9307 38.9048 14.8659
H 17.4468 39.2665 13.2264
H 11.8192 39.7183 14.8965
H 13.0292 39.4556 15.9583
C 11.1807 40.3191 7.7268
C 10.7747 40.2020 9.1953
O 9.9666 39.0356 9.3627
H 11.8416 41.1726 7.5742
H 10.2775 40.4554 7.1319
H 11.6947 39.4240 7.3753
H 10.1858 41.1024 9.3964
H 11.6389 40.1359 9.8607
H 9.9779 38.9068 10.3295
C 10.9781 32.6220 12.2377
O 10.8966 33.5101 11.3812
N 11.1651 31.3133 11.9013
N 11.0510 32.8785 13.5634
H 11.3604 30.6538 12.6260
H 10.9756 31.1367 10.9297
H 10.8623 33.8232 13.9011
H 10.9566 32.2141 14.3127
C 9.4438 42.1404 13.2603
O 9.1598 43.3346 13.3925
N 9.6477 41.3321 14.3273
N 9.5280 41.4453 12.0908
H 9.5975 40.3610 14.1016
H 9.6511 41.7389 15.2419
H 9.5370 41.9651 11.2354
H 9.7500 40.4642 12.1668
C 10.5132 33.3177 17.1875
O 10.3371 32.4888 18.0796
N 11.6817 33.5241 16.5499
N 9.4916 34.0775 16.6678
H 11.7834 34.1434 15.7616
H 12.4234 32.8720 16.7408
H 8.5375 34.0540 16.9645
H 9.7728 34.6895 15.9083
C 14.3413 35.8334 14.6857
O 15.5340 36.1107 14.8074
N 13.3225 36.6725 14.9597
N 13.9211 34.6176 14.1461
H 12.4008 36.2453 14.8946
H 13.5936 37.4891 15.5006
H 14.5809 33.9968 13.7201
H 12.9271 34.5750 13.9773
C 7.3613 34.3049 12.5224
O 7.6860 35.3925 12.0105
N 8.0234 33.8071 13.5992
N 6.1967 33.6977 12.2164
H 8.8126 34.3626 13.9209
H 7.9427 32.8251 13.7862
H 5.5675 34.1927 11.6107
H 5.9325 32.8196 12.6184
C 12.6020 37.9614 18.1822
O 13.4229 38.4878 17.4385
N 12.4927 38.1097 19.5091
N 11.6222 37.0945 17.7529
H 12.8968 38.9203 19.9489
H 11.9211 37.5072 20.0657
H 11.6068 36.7312 16.8193
H 11.0234 36.6765 18.4371
*
```

Computed properties:
energy relative to the best compared isomer or geometry (same formula, charge and spin): 0.00 kcal per mole
frontier orbital gap: 6.862 eV
strongest force on any atom: 0.0451 hartree/bohr
HOMO energy: -8.3746 eV

Löwdin population analysis, charges in e, atoms 1 to 2: 0.788, 0.754

=====

Formula: C22H67INO12S
Source: the Open Molecules 2025 dataset
Level of theory: ωB97M-V/def2-TZVPD

The geometry in ORCA input format:
```
! RIJCOSX wB97M-V def2-TZVPD def2/J DEFGRID3
* xyz 1 1
C -1.5152 -2.9118 0.6058
C -1.5321 -3.3483 -0.8540
S -1.1787 -1.9203 -1.9305
C -0.4196 -2.7151 -3.3779
C 1.0777 -2.4549 -3.6292
C 1.8555 -2.1221 -2.3470
C 2.0810 -3.4648 -1.7770
N 2.0735 -4.3481 -2.7113
C 1.8797 -3.7139 -4.0530
C 1.4434 -4.7012 -5.1538
I 3.2078 -5.2792 -6.2303
C 0.3608 -4.1808 -6.0979
C -0.0239 -5.1359 -7.2246
H -2.3847 -2.3023 0.8490
H -1.5307 -3.7859 1.2543
H -0.6270 -2.3203 0.8234
H -2.4986 -3.7575 -1.1367
H -0.7606 -4.0966 -1.0419
H -0.9487 -2.4006 -4.2715
H -0.5996 -3.7850 -3.2660
H 1.2321 -1.6594 -4.3561
H 2.8605 -1.7501 -2.6064
H 1.4376 -1.3839 -1.6707
H 2.2543 -3.7444 -0.7437
H 2.2297 -5.3341 -2.5464
H 2.8764 -3.3404 -4.3058
H 1.0934 -5.6281 -4.6965
H 0.6639 -3.2165 -6.5127
H -0.5366 -4.0166 -5.5042
H -0.4330 -6.0642 -6.8233
H -0.7948 -4.6756 -7.8406
H 0.8166 -5.3705 -7.8728
C 2.8819 1.0476 -0.0294
O 3.6472 0.2097 -0.9062
H 2.6077 1.9281 -0.6046
H 1.9655 0.5528 0.3082
H 3.4588 1.3576 0.8391
H 3.9401 -0.5464 -0.3923
C -4.8166 -0.3963 1.1360
O -3.5583 0.1986 0.8059
H -5.1976 0.1192 2.0097
H -5.5370 -0.2860 0.3228
H -4.7147 -1.4574 1.3809
H -3.2149 -0.2535 0.0316
C 2.1213 3.1455 4.0965
O 3.1932 2.2025 4.1694
H 1.5903 2.9816 3.1625
H 1.4147 3.0102 4.9171
H 2.5047 4.1684 4.1148
H 3.6751 2.3768 4.9862
C -1.8922 1.5196 3.4347
O -1.2832 2.7214 3.8895
H -1.0957 0.7946 3.2692
H -2.5800 1.1269 4.1890
H -2.4432 1.6617 2.5047
H -2.0039 3.3421 4.0377
C 5.3648 1.1193 7.4224
O 4.2695 1.8268 6.8415
H 6.1508 1.8518 7.5808
H 5.0960 0.6801 8.3844
H 5.7399 0.3390 6.7568
H 3.5443 1.2102 6.7050
C -4.4725 -1.3487 -4.8536
O -3.3180 -2.1854 -4.7801
H -5.0366 -1.6701 -5.7244
H -5.1031 -1.4573 -3.9687
H -4.2042 -0.2978 -4.9794
H -2.7988 -1.9247 -4.0154
C -8.6784 0.2058 2.2148
O -7.5834 -0.5925 2.6568
H -8.3663 0.6815 1.2880
H -9.5662 -0.3978 2.0148
H -8.9313 0.9848 2.9380
H -7.8382 -1.0224 3.4765
C -0.9690 1.6721 -0.8939
O -1.6225 1.8170 -2.1543
H -0.8960 2.6580 -0.4443
H -1.5451 1.0187 -0.2366
H 0.0399 1.2644 -1.0231
H -1.6980 0.9398 -2.5348
C 6.7620 4.6142 6.8927
O 5.6045 5.2078 6.3211
H 7.5060 5.3979 7.0087
H 6.5456 4.1928 7.8787
H 7.1733 3.8328 6.2464
H 4.9354 4.5236 6.2356
C 4.2651 6.7713 3.0074
O 3.5045 6.9478 1.8167
H 3.9754 7.5631 3.6924
H 4.0590 5.8059 3.4770
H 5.3381 6.8485 2.8163
H 3.7535 6.2591 1.1977
C 1.9918 -1.0564 -8.1700
O 2.6085 -2.0836 -8.9294
H 1.8529 -0.2097 -8.8367
H 1.0069 -1.3559 -7.7933
H 2.6180 -0.7324 -7.3318
H 2.7483 -2.8430 -8.3605
C -5.4887 2.5169 4.4051
O -4.3467 3.3567 4.2760
H -5.2542 1.7850 5.1742
H -6.3702 3.0809 4.7186
H -5.7135 1.9866 3.4756
H -4.5346 4.0186 3.6060
*
```

Computed properties:
frontier orbital gap: 6.873 eV
strongest force on any atom: 0.0089 hartree/bohr
HOMO energy: -11.2651 eV

Löwdin population analysis, charges in e, atoms 1 to 2: -0.143, -0.493

=====

Formula: C22H6Cl64N2O3P2S2
Source: the Open Molecules 2025 dataset
Level of theory: ωB97M-V/def2-TZVPD

The geometry in ORCA input format:
```
! RIJCOSX wB97M-V def2-TZVPD def2/J DEFGRID3
* xyz 0 1
O 4.2313 1.9567 0.6762
P 5.1412 1.1882 -0.1881
O 5.6475 2.0754 -1.4237
O 6.4295 0.7087 0.5760
P 4.0078 -0.5218 -0.9156
C 2.3949 0.3160 -1.1078
C 2.1446 1.1213 -2.1733
C 0.8966 1.8097 -2.3004
C -0.0557 1.6608 -1.3531
S -1.6005 2.5222 -1.5028
C 0.1780 0.8097 -0.2436
N -0.6476 0.5452 0.7622
S 0.0965 -0.4417 1.7617
N 1.5142 -0.6205 0.9900
C 1.4088 0.1278 -0.0958
H 4.8343 2.4193 -1.8173
H 6.3306 1.0612 1.4719
H 4.3874 -0.7759 -2.2480
H 2.9113 1.2503 -2.9145
H 0.7525 2.4579 -3.1480
H -1.4327 3.6075 -0.7382
C 0.6249 -2.0446 -4.9577
Cl -0.8081 -1.3666 -5.7366
Cl 1.1672 -0.9464 -3.6706
Cl 0.2306 -3.6172 -4.2627
Cl 1.9149 -2.2292 -6.1498
C -4.1806 -0.4974 3.0897
Cl -4.7316 -1.3461 4.5347
Cl -2.4424 -0.2026 3.1982
Cl -4.5116 -1.4901 1.6659
Cl -5.0293 1.0384 2.9526
C -2.4645 2.9625 5.9391
Cl -3.8789 3.6120 5.1022
Cl -1.9567 4.0921 7.1978
Cl -2.8769 1.4092 6.6714
Cl -1.1433 2.7320 4.7892
C 2.9284 5.4040 -4.1302
Cl 1.5228 6.0984 -4.9336
Cl 3.4666 6.4777 -2.8405
Cl 2.4695 3.8348 -3.4338
Cl 4.2323 5.1773 -5.2984
C -6.4187 -4.4987 6.9286
Cl -6.3048 -4.7360 5.1706
Cl -8.1046 -4.6351 7.4281
Cl -5.4650 -5.7273 7.7586
Cl -5.7907 -2.8999 7.3366
C -0.5910 9.8090 -5.1353
Cl -0.6399 8.4777 -6.2995
Cl -2.2422 10.3058 -4.7561
Cl 0.2166 9.2771 -3.6569
Cl 0.2925 11.1687 -5.8340
C -8.8779 -1.3676 1.6813
Cl -8.2565 -2.4712 2.9143
Cl -8.3856 -1.9327 0.0822
Cl -10.6409 -1.3144 1.7720
Cl -8.2186 0.2433 1.9646
C -1.7025 1.9406 10.5680
Cl -1.0267 1.1529 11.9969
Cl -3.0183 0.9574 9.9188
Cl -2.3290 3.5309 11.0138
Cl -0.4402 2.1254 9.3475
C -1.4133 -4.1980 5.6183
Cl -0.6338 -4.9832 4.2439
Cl -0.8672 -4.9639 7.1127
Cl -0.9614 -2.4870 5.6362
Cl -3.1672 -4.3281 5.4944
C -2.2176 6.6144 -9.4934
Cl -2.3103 8.3596 -9.7356
Cl -1.8153 5.8209 -11.0156
Cl -0.9658 6.2483 -8.2996
Cl -3.7736 6.0216 -8.9020
C 3.8308 -4.1367 3.6037
Cl 3.8783 -3.2529 2.0782
Cl 5.1476 -3.5852 4.6414
Cl 2.2882 -3.8536 4.4050
Cl 3.9932 -5.8760 3.2790
C 1.9503 -7.4622 -0.2567
Cl 2.7816 -6.1068 -1.0109
Cl 0.8514 -6.8131 0.9603
Cl 1.0256 -8.3410 -1.4744
Cl 3.1090 -8.5848 0.5103
C 7.6897 -7.2947 5.7320
Cl 6.2193 -6.9213 4.8259
Cl 7.8505 -6.1571 7.0748
Cl 7.6026 -8.9431 6.3647
Cl 9.0912 -7.1475 4.6663
C -3.3161 6.2502 -2.8699
Cl -4.6824 6.9454 -3.7455
Cl -2.7844 7.3740 -1.6153
Cl -3.8002 4.7233 -2.1283
Cl -1.9873 5.9491 -3.9887
C -2.7142 1.4594 -11.0903
Cl -1.9741 0.7458 -9.6541
Cl -3.9509 0.3674 -11.7205
Cl -3.4459 3.0074 -10.6669
Cl -1.4739 1.7179 -12.3227
C 7.1659 -7.8336 -1.9290
Cl 5.5330 -7.9684 -1.2700
Cl 8.1266 -6.7703 -0.8965
Cl 7.9164 -9.4320 -1.9879
Cl 7.0919 -7.1590 -3.5616
*
```

Computed properties:
frontier orbital gap: 8.039 eV
strongest force on any atom: 0.0322 hartree/bohr
HOMO energy: -9.1854 eV

Löwdin population analysis, charges in e, atoms 1 to 2: -0.313, 0.223

=====

Formula: C22H6ClF15GaGeNO4S
Source: the Open Molecules 2025 dataset
Level of theory: ωB97M-V/def2-TZVPD

The geometry in ORCA input format:
```
! RIJCOSX wB97M-V def2-TZVPD def2/J DEFGRID3
* xyz 0 1
Ga -0.2054 -0.4920 0.2674
N 2.0764 -0.4242 0.1032
C 2.4191 1.0041 0.2201
C 1.3781 1.6933 1.0778
O 1.5544 2.8226 1.4635
O 0.3062 0.9594 1.3315
H 2.4378 -0.9440 0.8938
H 2.4376 -0.8544 -0.7366
H 2.3896 1.4705 -0.7645
H 3.3970 1.1906 0.6544
Cl -4.7202 -0.0181 -1.0364
C -3.7302 1.0497 0.0108
C -2.3360 0.4838 0.0913
O -1.4823 0.6949 -0.8200
O -2.0058 -0.2710 1.0737
H -4.1865 1.0636 0.9904
H -3.7153 2.0336 -0.4356
F 2.0116 -4.5628 -2.7892
C 0.8359 -5.0710 -3.1860
C -0.2501 -5.0932 -2.3235
C -1.4308 -5.6183 -2.8221
F -2.5410 -5.6661 -2.0761
C -1.5266 -6.1154 -4.1045
F -2.6687 -6.6213 -4.5602
C -0.4207 -6.0866 -4.9240
F -0.5000 -6.5669 -6.1572
C 0.7704 -5.5620 -4.4704
F 1.8296 -5.5385 -5.2752
Ge -0.1021 -4.2031 -0.5856
S -0.1113 -2.1284 -1.2868
C 1.5389 -4.7296 0.3376
C 2.3008 -5.8467 0.0392
F 1.9896 -6.6592 -0.9722
C 3.4310 -6.1674 0.7642
F 4.1563 -7.2376 0.4573
C 3.8159 -5.3657 1.8186
F 4.8980 -5.6674 2.5200
C 3.0775 -4.2502 2.1489
F 3.4484 -3.4804 3.1704
C 1.9610 -3.9581 1.4055
F 1.2535 -2.8673 1.7766
C -1.4987 -4.8315 0.6289
C -1.6476 -6.2028 0.7701
F -0.8273 -7.0408 0.1167
C -2.6295 -6.7663 1.5472
F -2.7488 -8.0881 1.6587
C -3.5056 -5.9393 2.2168
F -4.4598 -6.4657 2.9689
C -3.3900 -4.5703 2.1135
F -4.2341 -3.7822 2.7733
C -2.3883 -4.0353 1.3308
F -2.3149 -2.7005 1.2943
*
```

Computed properties:
frontier orbital gap: 9.643 eV
strongest force on any atom: 0.0175 hartree/bohr
HOMO energy: -10.0226 eV

Löwdin population analysis, charges in e, atoms 1 to 2: 0.298, -0.008